Entry 1:
The following is a quantum chemistry calculation of the molecule C3H8N4 at a distorted geometry, from the Open Molecules 2025 dataset.

E_tot	-338.0375	Eh
highest occupied orbital energy	-8.72	eV
strongest force on any atom	4.19	eV/Å
SMILES	[H]/N=C(N)/N=C\NC
molecular weight	100.125	Da

Each line ends with the natural charge from an NBO analysis.
Cartesian coordinates (Å):
C (0.25967, 0.28880, 1.83945)  -0.415
N (0.14845, -0.74611, 0.81222)  -0.641
C (-0.19298, 0.42118, -0.91690)  0.622
N (-1.31367, -0.05940, -1.61087)  -0.859
C (1.19065, -1.11057, -0.09794)  0.226
N (1.01831, -0.61074, -1.23415)  -0.403
N (0.07127, 1.65180, -0.69681)  -0.843
H (-0.32359, -1.57071, 1.17923)  0.383
H (-1.12275, -0.80764, -2.26199)  0.386
H (-1.86666, 0.66732, -2.04457)  0.377
H (-0.38977, 2.28413, -1.34220)  0.359
H (1.72038, -2.03836, 0.11402)  0.180
H (0.85978, 1.10245, 1.43690)  0.244
H (0.68576, -0.12026, 2.75172)  0.177
H (-0.74486, 0.64811, 2.07189)  0.208

***

Entry 2:
The following is a quantum chemistry calculation of a 3-piece molecular cluster, C3H8N4 overall at a distorted geometry, from the Open Molecules 2025 dataset.

E_tot	-337.2590	Eh
highest occupied orbital energy (spin up / spin down)	-17.19 / -17.19	eV
net charge	+2
strongest force on any atom	6.54	eV/Å
molecular weight	100.125	Da

Each line ends with the natural charge from an NBO analysis.
Cartesian coordinates (Å):
C (-0.07891, 8.75980, 4.98147)  0.349
C (0.94438, -5.41842, -3.79193)  0.795
C (0.72707, -6.24214, -1.46698)  -0.375
N (0.76654, -4.47729, -4.47645)  -0.468
N (-0.96234, 8.63252, 4.22183)  -0.045
N (0.94304, -6.37046, -2.91629)  -0.601
N (-2.00275, 8.22981, 3.66677)  -0.493
H (0.70980, 9.23157, 5.51953)  0.302
H (1.63982, -6.01721, -1.07820)  0.219
H (0.44710, -7.30090, -1.26929)  0.246
H (-0.03861, -5.40967, -1.33651)  0.240
H (0.82592, -3.90078, -5.22736)  0.473
H (1.45683, -7.25954, -3.07311)  0.471
H (-2.41939, 9.26135, 2.21677)  0.437
H (-2.95849, 8.28138, 4.02976)  0.449

***

Entry 3:
The following is a quantum chemistry calculation of the molecule C3H8N4O at a distorted geometry, from the Open Molecules 2025 dataset.

E_tot	-413.2629	Eh
highest occupied orbital energy	-8.46	eV
strongest force on any atom	2.86	eV/Å
SMILES	N/N=C1/OCCN1N
molecular weight	116.124	Da

Each line ends with the natural charge from an NBO analysis.
Cartesian coordinates (Å):
C (-0.18368, -0.59676, 0.06797)  0.615
C (1.97476, -0.41113, -0.28403)  -0.089
C (1.48857, 0.71636, 0.65374)  -0.250
H (-2.24190, 0.07037, 1.12454)  0.356
H (-3.17336, -0.52008, -0.06248)  0.369
H (2.84108, -0.98042, 0.06953)  0.201
H (2.13734, 0.07551, -1.22768)  0.174
H (1.76095, 1.72259, 0.49051)  0.227
H (1.61299, 0.39823, 1.67473)  0.195
H (-0.14432, 1.58778, -1.52183)  0.315
H (-1.45616, 1.28957, -0.54556)  0.398
N (-2.29088, -0.07090, 0.16520)  -0.680
N (-1.34136, -1.08462, -0.04507)  -0.361
N (0.07153, 0.70497, 0.32742)  -0.331
N (-0.44332, 1.66666, -0.52857)  -0.680
O (0.87672, -1.30089, -0.25759)  -0.458

***

Entry 4:
The following is a quantum chemistry calculation of C3H8N4O as an isolated structure at a distorted geometry, from the Open Molecules 2025 dataset.

E_tot	-413.2486	Eh
highest occupied orbital energy	-7.94	eV
strongest force on any atom	1.69	eV/Å
molecular weight	116.124	Da

Each line ends with the natural charge from an NBO analysis.
Cartesian coordinates (Å):
C (0.52218, -0.59133, 0.18770)  0.314
C (-0.28814, 1.06875, -0.39510)  -0.012
N (1.86696, -0.31404, -1.61535)  -0.654
N (0.26497, -1.02412, 1.49868)  -0.847
N (-0.87934, 1.89278, 0.48552)  -0.776
C (-0.90488, -0.19728, -0.63665)  -0.004
O (-2.11852, -0.62793, -0.11066)  -0.691
N (1.63212, -0.86950, -0.38585)  -0.263
H (-2.31831, -0.17734, 0.71761)  0.465
H (1.37718, 0.58357, -1.73244)  0.377
H (2.86516, -0.24391, -1.76745)  0.363
H (-0.46014, -1.73408, 1.53764)  0.375
H (1.10925, -1.39843, 1.91393)  0.388
H (-0.35958, 2.70515, 0.76922)  0.393
H (-1.57588, 1.56498, 1.15323)  0.344
H (-0.73304, -0.63727, -1.62003)  0.226

***

Entry 5:
The following is a quantum chemistry calculation of the molecule C3H8N4O2 at a distorted geometry, from the Open Molecules 2025 dataset.

E_tot	-488.4924	Eh
highest occupied orbital energy	-9.18	eV
strongest force on any atom	4.20	eV/Å
SMILES	CN1CN1N(N)C(=O)O
molecular weight	132.123	Da

Each line ends with the natural charge from an NBO analysis.
Cartesian coordinates (Å):
C (1.29792, 0.94044, 0.60408)  -0.100
C (1.87397, -1.25285, -0.35032)  -0.427
N (1.01064, -0.09348, -0.34080)  -0.321
C (-1.70803, -0.47321, -0.29601)  0.868
N (-1.17612, 1.89821, -0.04426)  -0.656
O (-1.63386, -1.67255, 0.31628)  -0.682
N (-1.05297, 0.57955, 0.44899)  -0.175
N (0.16676, 0.11533, 0.90004)  -0.127
O (-2.61722, -0.17063, -1.04000)  -0.620
H (-2.48000, -2.12753, 0.19805)  0.505
H (-1.09422, 1.92491, -1.06123)  0.359
H (-2.12244, 2.20316, 0.16547)  0.375
H (2.10871, 0.80416, 1.31456)  0.185
H (1.13107, 1.95890, 0.27501)  0.215
H (2.12086, -1.58437, 0.66240)  0.189
H (2.80257, -0.99738, -0.86162)  0.204
H (1.37234, -2.05266, -0.89064)  0.208

***

Entry 6:
The following is a quantum chemistry calculation of the molecule C3H8N4S at a distorted geometry, from the Open Molecules 2025 dataset.

E_tot	-736.1778	Eh
highest occupied orbital energy	-7.87	eV
strongest force on any atom	5.83	eV/Å
SMILES	NNC1=NSCCN1
molecular weight	132.192	Da

Each line ends with the natural charge from an NBO analysis.
Cartesian coordinates (Å):
C (0.37527, -0.09428, 0.60582)  0.501
C (-1.18355, 1.92440, -0.46145)  -0.610
C (-0.37355, 1.01015, -1.36401)  -0.222
H (-0.17169, -2.93062, 1.26237)  0.348
H (1.16674, -3.11284, 0.18794)  0.354
H (1.86436, -0.84457, 1.95182)  0.407
H (-2.03261, 1.29077, -0.29497)  0.223
H (-1.48605, 2.68324, -1.30911)  0.247
H (0.78701, 1.24538, -1.43778)  0.202
H (-0.87564, 0.83097, -2.36413)  0.221
H (0.32366, -1.04083, -1.01678)  0.371
N (0.92415, -2.56983, 1.04411)  -0.676
N (1.16761, -1.12717, 1.03931)  -0.482
N (0.33843, 0.79886, 1.51736)  -0.627
N (-0.33920, -0.41330, -0.55409)  -0.628
S (-0.48493, 2.34966, 1.19360)  0.371

***

Entry 7:
The following is a quantum chemistry calculation of an isolated ion of composition C3H8NO and charge -1 at a distorted geometry, from the Open Molecules 2025 dataset.

E_tot	-249.0382	Eh
highest occupied orbital energy	-2.43	eV
net charge	-1
strongest force on any atom	2.97	eV/Å
SMILES	CNCC[O-]
molecular weight	74.103	Da

Each line ends with the natural charge from an NBO analysis.
Cartesian coordinates (Å):
C (0.52653, -0.33997, -2.10609)  -0.406
N (0.63857, 0.21449, -0.73131)  -0.711
C (-0.72327, 0.32009, -0.14657)  -0.235
C (-0.58686, 0.40976, 1.38907)  -0.057
O (0.25736, -0.56734, 1.92444)  -0.967
H (1.43620, -0.84780, -2.50254)  0.178
H (0.26151, 0.38298, -2.91583)  0.170
H (-0.24057, -1.26100, -2.14305)  0.144
H (1.09555, -0.20423, 0.14384)  0.436
H (-1.41693, -0.51885, -0.44121)  0.128
H (-1.16760, 1.21421, -0.62909)  0.140
H (-1.58417, 0.55682, 1.94020)  0.084
H (-0.21125, 1.37587, 1.45291)  0.095

***

Entry 8:
The following is a quantum chemistry calculation of an isolated ion of composition C3H8NO and charge -1 at a distorted geometry, from the Open Molecules 2025 dataset.

E_tot	-249.0291	Eh
highest occupied orbital energy	-1.28	eV
net charge	-1
strongest force on any atom	3.43	eV/Å
molecular weight	74.103	Da

Each line ends with the natural charge from an NBO analysis.
Cartesian coordinates (Å):
C (1.98711, -0.40529, -0.14907)  -0.638
C (0.69062, 0.25363, 0.44418)  -0.051
O (-0.40835, -0.45195, -0.05561)  -0.605
C (-1.60683, 0.37868, -0.24129)  0.052
N (-2.76274, -0.24867, 0.35628)  -1.105
H (1.68392, -0.90642, -1.07056)  0.216
H (2.32210, -1.15911, 0.56978)  0.190
H (2.75235, 0.35881, -0.32054)  0.182
H (0.77253, 0.13833, 1.54111)  0.137
H (0.65935, 1.33239, 0.24294)  0.145
H (-1.49845, 1.37432, 0.21024)  0.120
H (-1.76270, 0.45154, -1.34380)  0.090
H (-2.82892, -1.11627, -0.18367)  0.267

***

Entry 9:
The following is a quantum chemistry calculation of a 2-piece molecular cluster, C3H8NO overall at a distorted geometry, from the Open Molecules 2025 dataset.

E_tot	-248.8662	Eh
highest occupied orbital energy	-2.31	eV
net charge	-1
strongest force on any atom	5.08	eV/Å
molecular weight	74.103	Da

Each line ends with the natural charge from an NBO analysis.
Cartesian coordinates (Å):
C (0.43267, 0.28094, 0.44320)  -0.410
N (1.31841, 1.60729, 0.40856)  -1.056
C (0.22276, -0.01761, -1.23498)  -0.324
C (-0.82192, -0.42669, -0.31625)  0.215
O (-1.15714, -1.66401, -0.11358)  -0.808
H (0.06274, 1.07011, 1.11661)  0.396
H (-0.40623, 0.37235, 3.34932)  -0.017
H (0.95174, -0.55328, 0.92008)  0.188
H (2.04272, 1.39446, -0.27299)  0.281
H (1.07391, -0.59211, -1.55880)  0.205
H (-0.09992, 0.84221, -1.80440)  0.205
H (-0.94141, 0.28220, 2.80889)  0.015
H (-1.65254, 0.30547, -0.29628)  0.109

***

Entry 10:
The following is a quantum chemistry calculation of a 2-piece molecular cluster, C3H8NO overall at a distorted geometry, from the Open Molecules 2025 dataset.

E_tot	-249.0338	Eh
highest occupied orbital energy	-2.49	eV
net charge	-1
strongest force on any atom	1.63	eV/Å
molecular weight	74.103	Da

Each line ends with the natural charge from an NBO analysis.
Cartesian coordinates (Å):
C (1.20944, 1.59827, -0.98999)  -0.187
O (0.52869, 1.22447, 0.10340)  -0.975
H (0.67469, 1.44562, -1.96754)  0.070
H (1.58649, 2.64969, -1.04386)  0.080
H (2.20811, 1.04180, -1.08145)  0.065
C (-0.21629, -1.29925, 1.39997)  -0.498
C (-1.65359, -0.62638, -0.24064)  -0.087
N (-1.57936, -1.25238, 0.85949)  -0.445
H (0.38062, -1.97085, 0.77223)  0.173
H (-0.13918, -1.64478, 2.43010)  0.163
H (0.25436, -0.31588, 1.24824)  0.290
H (-2.54538, -0.66682, -0.86347)  0.135
H (-0.70859, -0.18351, -0.62646)  0.216

***

Entry 11:
The following is a quantum chemistry calculation of the molecule C3H8NO at a distorted geometry, from the Open Molecules 2025 dataset.

E_tot	-248.9847	Eh
highest occupied orbital energy (spin up / spin down)	-4.33 / -8.35	eV
strongest force on any atom	2.16	eV/Å
2S+1	2
molecular weight	74.103	Da

Each line ends with the Löwdin spin population.
Cartesian coordinates (Å):
O (0.51734, 1.31963, -1.96051)  0.304
C (-0.27861, 1.11389, -1.03189)  0.318
C (0.07213, 0.37176, 0.20371)  0.142
C (-1.09993, -0.40521, 0.79153)  0.040
N (1.21332, -0.59832, -0.20750)  0.050
H (-1.27798, 1.59627, -0.97798)  0.024
H (0.56547, 0.92723, 1.03602)  0.052
H (-1.35364, -1.30526, 0.23580)  0.008
H (-2.00924, 0.18400, 0.90277)  0.002
H (-0.83064, -0.71265, 1.81160)  0.009
H (1.87794, -0.15593, -0.86353)  0.010
H (0.87991, -1.48160, -0.59600)  0.014
H (1.72393, -0.85382, 0.65598)  0.026

***

Entry 12:
The following is a quantum chemistry calculation of a 2-piece molecular cluster, C3H8NO overall at a distorted geometry, from the Open Molecules 2025 dataset.

E_tot	-248.8002	Eh
highest occupied orbital energy	-14.34	eV
net charge	+1
strongest force on any atom	1.08	eV/Å
molecular weight	74.103	Da

Each line ends with the natural charge from an NBO analysis.
Cartesian coordinates (Å):
C (1.29745, -0.67393, 1.79975)  -0.336
C (0.54238, -0.87100, 0.72998)  -0.072
C (-0.22080, -0.04746, -1.38072)  0.158
N (0.59528, -0.01764, -0.38009)  -0.490
O (-1.82751, 1.00134, -0.70325)  -0.878
H (1.24880, -1.33894, 2.64501)  0.246
H (1.99976, 0.14339, 1.87280)  0.212
H (-0.16131, -1.68724, 0.64181)  0.230
H (-0.05052, 0.59264, -2.23395)  0.235
H (-0.87033, -0.90478, -1.50591)  0.237
H (-1.59342, 1.45238, 0.11908)  0.509
H (1.29399, 0.72243, -0.30068)  0.432
H (-2.25376, 1.62880, -1.30384)  0.518